Record 1
Entry from OMol25: a structure of composition C31H44N4OP2Sn (ωB97M-V/def2-TZVPD).

Positions of all 83 atoms, in Å:
1 Sn 1.21 -0.12 1.68
2 C 4.22 1.28 -0.85
3 C 3.27 1.50 -1.77
4 C 2.99 0.70 -3.00
5 C 3.24 -0.79 -2.85
6 C 2.75 -1.40 -1.56
7 C 3.25 -1.24 -0.33
8 C 4.70 -0.97 -0.01
9 C 5.25 0.19 -0.91
10 C 0.01 -1.67 2.90
11 H 4.38 1.97 -0.02
12 H 2.83 2.51 -1.79
13 H 3.63 1.08 -3.82
14 H 1.96 0.90 -3.34
15 H 2.75 -1.36 -3.67
16 H 4.30 -1.00 -3.02
17 H 1.91 -2.10 -1.67
18 H 2.69 -1.53 0.58
19 H 5.30 -1.89 -0.12
20 H 4.74 -0.66 1.05
21 H 6.21 0.52 -0.52
22 H 5.42 -0.21 -1.92
23 H -0.12 -1.06 3.78
24 H 0.41 -2.61 3.24
25 H -0.92 -1.93 2.35
26 P -0.67 -1.50 -0.27
27 P -1.51 1.85 -0.38
28 N 0.46 -3.25 -0.27
29 N -2.04 -2.33 -0.86
30 N -0.01 2.41 0.37
31 N -2.03 3.44 -0.91
32 C -0.24 -0.46 -1.70
33 C -0.84 0.98 -1.89
34 C 1.42 -3.59 0.67
35 C 2.15 -4.72 0.27
36 C 1.55 -5.15 -0.95
37 C 0.51 -4.26 -1.25
38 C -2.70 -3.28 -0.05
39 C -3.70 -3.89 -0.81
40 C -3.69 -3.28 -2.11
41 C -2.67 -2.35 -2.12
42 C 0.41 2.24 1.73
43 C 1.71 2.82 1.85
44 C 2.12 3.15 0.55
45 C 1.07 2.90 -0.33
46 C -1.36 4.51 -1.54
47 C -2.15 5.65 -1.45
48 C -3.40 5.27 -0.81
49 C -3.29 3.94 -0.46
50 H -0.52 -1.02 -2.60
51 H 0.87 -0.36 -1.70
52 H -0.05 1.61 -2.33
53 H -1.73 0.97 -2.55
54 H 1.52 -3.06 1.60
55 H 2.99 -5.12 0.81
56 H 1.87 -5.99 -1.58
57 H -0.24 -4.33 -2.01
58 H -2.36 -3.45 0.96
59 H -4.37 -4.66 -0.45
60 H -4.39 -3.47 -2.92
61 H -2.32 -1.70 -2.92
62 H -0.33 2.05 2.49
63 H 2.28 2.93 2.74
64 H 3.11 3.49 0.26
65 H 0.98 3.07 -1.39
66 H -0.39 4.36 -2.02
67 H -1.88 6.66 -1.76
68 H -4.25 5.91 -0.64
69 H -3.98 3.28 0.06
70 C -3.43 -0.80 3.15
71 C -2.73 0.55 2.92
72 C -3.66 1.39 2.04
73 C -2.65 1.05 4.38
74 O -1.49 0.48 2.41
75 H -4.39 -0.61 3.64
76 H -2.85 -1.38 3.85
77 H -3.63 -1.36 2.23
78 H -4.64 1.51 2.53
79 H -3.26 2.39 1.81
80 H -3.82 0.92 1.06
81 H -2.05 0.31 4.89
82 H -2.13 2.01 4.46
83 H -3.62 1.15 4.88

Results
Charge: 0
Total energy in eV: -65269.4803
HOMO-LUMO gap in eV: 5.767
Energy above the lowest of the compared OMol25 structures with the same formula, charge and spin in eV: 0.522
Max |F| in Eh/bohr: 0.051

Record 2
Entry from OMol25: a structure of composition C31H45AuCl6P (ωB97M-V/def2-TZVPD).

Positions of all 84 atoms, in Å:
1 Au 0.55 1.55 0.34
2 P 0.27 0.98 -2.30
3 Cl 1.47 3.55 -0.47
4 C -1.38 -0.15 0.31
5 H -0.60 -0.92 0.17
6 H -2.10 0.15 -0.44
7 C 2.07 1.15 -2.74
8 C -0.62 2.58 -2.74
9 C 2.56 1.03 -4.18
10 H 2.30 2.17 -2.38
11 C 4.05 1.41 -4.23
12 H 2.43 0.00 -4.55
13 H 1.99 1.69 -4.86
14 C 4.91 0.58 -3.27
15 H 4.43 1.30 -5.26
16 H 4.15 2.47 -3.97
17 C 4.34 0.54 -1.84
18 H 4.98 -0.45 -3.65
19 H 5.92 0.99 -3.24
20 C 2.85 0.16 -1.85
21 H 4.89 -0.18 -1.22
22 H 4.44 1.53 -1.38
23 H 2.72 -0.86 -2.23
24 H 2.47 0.19 -0.82
25 C -0.43 -0.30 -3.51
26 C -2.12 2.38 -2.95
27 H -0.49 3.14 -1.80
28 C -2.83 3.73 -2.93
29 H -2.31 1.87 -3.91
30 H -2.53 1.73 -2.16
31 C -2.20 4.75 -3.89
32 H -3.89 3.58 -3.19
33 H -2.81 4.13 -1.91
34 C -0.67 4.83 -3.82
35 H -2.50 4.50 -4.92
36 H -2.62 5.74 -3.69
37 C 0.00 3.45 -3.84
38 H -0.29 5.43 -4.66
39 H -0.37 5.34 -2.90
40 H -0.12 2.98 -4.82
41 H 1.08 3.58 -3.67
42 C 0.29 -1.65 -3.40
43 H -1.46 -0.43 -3.13
44 C -0.42 -2.74 -4.23
45 H 1.33 -1.55 -3.76
46 H 0.35 -1.97 -2.35
47 C -0.66 -2.33 -5.69
48 H 0.18 -3.66 -4.21
49 H -1.38 -2.97 -3.76
50 C -1.28 -0.93 -5.81
51 H 0.29 -2.35 -6.23
52 H -1.32 -3.06 -6.17
53 C -0.52 0.13 -4.99
54 H -1.29 -0.62 -6.87
55 H -2.32 -0.96 -5.47
56 H 0.48 0.25 -5.40
57 H -1.03 1.09 -5.10
58 C -1.12 -3.17 0.05
59 C -2.33 -2.54 0.26
60 H -0.53 -2.97 -0.85
61 C -3.27 -3.02 1.32
62 H -2.74 -1.84 -0.46
63 C -2.51 -3.61 2.50
64 H -3.92 -2.20 1.65
65 H -3.92 -3.82 0.92
66 C -1.46 -4.63 2.08
67 H -2.00 -2.78 3.01
68 H -3.19 -4.05 3.24
69 C -0.46 -4.02 1.08
70 H -0.92 -4.99 2.96
71 H -1.96 -5.50 1.62
72 H 0.27 -3.41 1.65
73 H 0.13 -4.81 0.61
74 Cl 3.45 0.84 1.80
75 C 2.06 0.36 2.67
76 C 0.78 0.54 2.12
77 C -0.30 0.05 2.78
78 Cl -1.89 0.06 1.93
79 C -0.22 -0.55 4.04
80 Cl -1.62 -1.18 4.83
81 C 1.05 -0.65 4.65
82 Cl 1.18 -1.25 6.25
83 C 2.21 -0.24 3.95
84 Cl 3.76 -0.46 4.64

Results
Charge: -1
Total energy in eV: -120989.8104
Multiplicity: 3
HOMO-LUMO gap (alpha / beta) in eV: 3.496 / 6.710
<S²>: 2.03
Energy above the lowest of the compared OMol25 structures with the same formula, charge and spin in eV: 1.109
Max |F| in Eh/bohr: 0.060

Record 3
Entry from OMol25: a structure of composition C31H45AuClF5PS (ωB97M-V/def2-TZVPD).

Positions of all 85 atoms, in Å:
1 Au 1.21 -2.00 -0.43
2 P -1.01 -1.33 -0.08
3 Cl 0.17 -3.62 -1.81
4 C 1.60 2.99 -1.27
5 H 1.64 2.13 -0.66
6 H 1.02 2.90 -2.17
7 C -1.99 -2.81 0.49
8 C -1.60 -0.73 -1.76
9 C -3.40 -2.59 1.03
10 H -2.04 -3.41 -0.44
11 C -4.08 -3.95 1.22
12 H -3.34 -2.07 2.00
13 H -3.99 -1.96 0.35
14 C -3.27 -4.91 2.10
15 H -5.08 -3.79 1.66
16 H -4.23 -4.41 0.23
17 C -1.79 -5.00 1.71
18 H -3.34 -4.59 3.15
19 H -3.71 -5.91 2.05
20 C -1.16 -3.62 1.50
21 H -1.22 -5.55 2.47
22 H -1.69 -5.55 0.76
23 H -1.11 -3.08 2.46
24 H -0.13 -3.73 1.15
25 C -1.33 0.07 1.13
26 C -1.25 0.75 -2.01
27 H -0.96 -1.36 -2.40
28 C -1.44 1.10 -3.48
29 H -1.90 1.39 -1.39
30 H -0.22 0.98 -1.70
31 C -2.85 0.74 -3.98
32 H -1.26 2.17 -3.63
33 H -0.68 0.56 -4.07
34 C -3.31 -0.67 -3.60
35 H -3.56 1.47 -3.57
36 H -2.88 0.85 -5.07
37 C -3.05 -1.03 -2.13
38 H -4.38 -0.78 -3.81
39 H -2.77 -1.41 -4.22
40 H -3.73 -0.46 -1.48
41 H -3.27 -2.10 -1.97
42 C -0.94 -0.32 2.56
43 H -0.61 0.83 0.77
44 C -1.10 0.84 3.56
45 H -1.55 -1.18 2.89
46 H 0.11 -0.67 2.59
47 C -2.45 1.58 3.44
48 H -1.00 0.45 4.58
49 H -0.29 1.56 3.39
50 C -2.81 1.91 1.99
51 H -3.25 0.98 3.90
52 H -2.39 2.51 4.02
53 C -2.74 0.67 1.09
54 H -3.82 2.34 1.93
55 H -2.10 2.66 1.61
56 H -3.46 -0.08 1.45
57 H -3.03 0.94 0.07
58 C 2.96 1.42 3.34
59 C 2.05 4.11 -0.81
60 H 1.97 1.23 3.77
61 C 3.28 4.32 0.07
62 H 1.60 5.05 -1.10
63 C 4.15 3.07 0.33
64 H 3.86 5.01 -0.54
65 H 3.08 4.86 1.01
66 C 4.35 2.52 1.75
67 H 3.76 2.28 -0.31
68 H 5.13 3.30 -0.08
69 C 3.46 1.35 2.09
70 H 5.40 2.25 1.92
71 H 4.17 3.27 2.53
72 H 3.09 0.71 1.27
73 H 3.85 0.58 3.04
74 F 6.06 1.71 -4.19
75 C 5.41 1.06 -3.21
76 C 4.04 0.84 -3.34
77 F 3.36 1.33 -4.39
78 C 3.38 0.10 -2.36
79 F 2.03 -0.06 -2.53
80 C 4.03 -0.41 -1.23
81 S 3.30 -1.33 0.06
82 C 5.41 -0.12 -1.12
83 F 6.06 -0.47 0.01
84 C 6.10 0.57 -2.11
85 F 7.44 0.76 -2.01

Results
Charge: -1
Total energy in eV: -82799.9221
Multiplicity: 3
HOMO-LUMO gap (alpha / beta) in eV: 5.732 / 5.693
<S²>: 2.01
Max |F| in Eh/bohr: 0.097

Record 4
Entry from OMol25: a structure of composition C31H45BrN2P2V (ωB97M-V/def2-TZVPD).

Positions of all 82 atoms, in Å:
1 C -0.67 7.30 -6.20
2 C -0.87 5.94 -6.49
3 C -1.16 5.56 -7.81
4 C -1.23 6.56 -8.79
5 N -1.04 7.84 -8.50
6 C -0.76 8.22 -7.26
7 C -0.77 4.95 -5.45
8 C -0.71 4.09 -4.58
9 C -0.57 3.16 -3.55
10 C 0.55 3.27 -2.71
11 C 0.74 2.32 -1.72
12 C -0.22 1.31 -1.62
13 C -1.34 1.18 -2.42
14 C -1.53 2.13 -3.41
15 V 0.14 -0.02 -0.11
16 P 2.05 -0.98 -0.95
17 H -1.32 4.52 -8.09
18 H -0.43 7.66 -5.20
19 H -1.46 6.30 -9.83
20 H -0.62 9.29 -7.07
21 H -2.39 2.09 -4.09
22 H 1.25 4.10 -2.86
23 H -2.05 0.37 -2.26
24 H 1.63 2.37 -1.08
25 C 2.37 -2.63 -0.23
26 C 3.30 -3.54 -1.04
27 H 1.39 -3.11 -0.08
28 H 2.79 -2.46 0.78
29 H 3.50 -4.45 -0.47
30 H 2.85 -3.86 -1.99
31 H 4.27 -3.07 -1.26
32 C 1.85 -1.19 -2.77
33 C 2.85 -0.48 -3.69
34 H 0.83 -0.84 -3.01
35 H 1.86 -2.27 -2.96
36 H 2.57 -0.69 -4.73
37 H 2.84 0.61 -3.57
38 H 3.88 -0.84 -3.55
39 C 3.50 0.08 -0.63
40 C 4.87 -0.58 -0.75
41 H 3.38 0.48 0.39
42 H 3.43 0.95 -1.31
43 H 5.65 0.18 -0.59
44 H 5.03 -1.35 0.02
45 H 5.06 -1.02 -1.73
46 Br -1.95 -1.05 0.11
47 P -2.56 -3.34 -4.14
48 C -0.74 -3.48 -4.07
49 C -0.29 -4.94 -4.30
50 H -0.39 -3.11 -3.10
51 H -0.33 -2.83 -4.86
52 H 0.77 -4.98 -4.56
53 H -0.45 -5.55 -3.40
54 H -0.85 -5.39 -5.12
55 C -3.04 -3.18 -2.38
56 C -4.46 -3.69 -2.15
57 H -2.96 -2.11 -2.14
58 H -2.31 -3.70 -1.74
59 H -4.66 -3.84 -1.08
60 H -5.19 -2.97 -2.54
61 H -4.63 -4.65 -2.65
62 C -2.82 -1.65 -4.84
63 C -3.07 -1.72 -6.36
64 H -1.95 -1.02 -4.62
65 H -3.70 -1.21 -4.34
66 H -3.50 -0.78 -6.72
67 H -2.14 -1.91 -6.90
68 H -3.77 -2.53 -6.61
69 N 0.37 1.53 1.26
70 C 0.26 1.23 2.68
71 C 1.43 1.06 3.42
72 C 1.32 0.73 4.78
73 C 0.06 0.61 5.37
74 C -1.10 0.80 4.61
75 C -1.00 1.12 3.25
76 H 1.26 2.01 1.10
77 H -0.35 2.22 1.02
78 H 2.41 1.19 2.95
79 H 2.22 0.57 5.37
80 H -0.02 0.35 6.43
81 H -2.08 0.70 5.07
82 H -1.90 1.26 2.63

Results
Charge: +2
Total energy in eV: -150148.5325
Multiplicity: 4
HOMO-LUMO gap (alpha / beta) in eV: 6.500 / 3.469
<S²>: 3.78
Energy above the lowest of the compared OMol25 structures with the same formula, charge and spin in eV: 0.000
Max |F| in Eh/bohr: 0.067

Record 5
Entry from OMol25: a structure of composition C31H45ClF5PSTi (ωB97M-V/def2-TZVPD).

Positions of all 85 atoms, in Å:
1 Ti -1.15 0.58 1.75
2 Cl 0.75 0.59 3.20
3 P 0.88 -0.47 -0.22
4 C -2.46 -0.10 2.96
5 H -3.57 -0.06 2.82
6 H -2.23 0.16 4.05
7 C 0.84 -0.19 -2.12
8 C 0.98 -2.33 0.08
9 C -0.34 -0.92 -2.77
10 H 0.63 0.89 -2.14
11 C -0.55 -0.44 -4.22
12 H -0.14 -2.01 -2.79
13 H -1.26 -0.77 -2.19
14 C 0.72 -0.52 -5.07
15 H -1.35 -1.02 -4.68
16 H -0.89 0.61 -4.18
17 C 1.96 0.05 -4.37
18 H 0.91 -1.57 -5.33
19 H 0.57 0.02 -6.01
20 C 2.13 -0.43 -2.92
21 H 2.86 -0.21 -4.94
22 H 1.89 1.15 -4.36
23 H 2.37 -1.50 -2.92
24 H 2.98 0.10 -2.48
25 C 2.61 0.14 0.28
26 C 1.66 -3.17 -1.01
27 H 1.61 -2.37 0.99
28 C 1.78 -4.64 -0.57
29 H 1.07 -3.12 -1.94
30 H 2.66 -2.79 -1.25
31 C 0.44 -5.25 -0.16
32 H 2.23 -5.22 -1.38
33 H 2.47 -4.68 0.29
34 C -0.33 -4.37 0.83
35 H -0.17 -5.41 -1.06
36 H 0.62 -6.24 0.29
37 C -0.41 -2.90 0.42
38 H -1.35 -4.77 0.96
39 H 0.15 -4.43 1.82
40 H -1.07 -2.80 -0.46
41 H -0.90 -2.34 1.23
42 C 2.85 1.59 -0.17
43 H 2.47 0.16 1.37
44 C 4.10 2.17 0.49
45 H 2.96 1.64 -1.27
46 H 1.97 2.22 0.08
47 C 5.34 1.28 0.30
48 H 4.30 3.17 0.10
49 H 3.90 2.28 1.57
50 C 5.09 -0.20 0.62
51 H 5.70 1.38 -0.73
52 H 6.15 1.65 0.95
53 C 3.81 -0.75 -0.03
54 H 5.94 -0.80 0.29
55 H 5.00 -0.33 1.70
56 H 3.97 -0.83 -1.12
57 H 3.64 -1.78 0.34
58 C -1.32 2.63 0.96
59 C -2.01 2.23 2.11
60 H -1.63 2.14 -0.01
61 C -1.65 2.77 3.45
62 H -3.11 2.02 2.03
63 C -1.58 4.32 3.28
64 H -2.37 2.54 4.24
65 H -0.71 2.38 3.83
66 C -0.56 4.72 2.22
67 H -2.57 4.62 2.94
68 H -1.41 4.89 4.21
69 C -0.60 3.95 0.91
70 H -0.66 5.79 2.05
71 H 0.44 4.60 2.60
72 H -1.08 4.54 0.11
73 H 0.42 3.83 0.51
74 F -8.07 0.67 1.83
75 C -6.84 0.40 1.29
76 C -6.29 -0.84 1.43
77 F -6.96 -1.84 2.07
78 C -4.99 -1.09 0.98
79 F -4.46 -2.32 1.09
80 C -4.23 -0.05 0.39
81 S -2.56 -0.33 -0.02
82 C -4.87 1.17 0.13
83 F -4.29 2.10 -0.67
84 C -6.17 1.43 0.63
85 F -6.71 2.65 0.51

Results
Charge: -1
Total energy in eV: -102226.3452
Multiplicity: 2
HOMO-LUMO gap (alpha / beta) in eV: 5.754 / 5.892
<S²>: 0.80
Max |F| in Eh/bohr: 0.107

> charge of number 1 (C31H44N4OP2Sn)?

0

> Which of these has the lowest max |F|?

C31H44N4OP2Sn

> charge of number 4 (C31H45BrN2P2V)?

+2

> The lowest max |F| belongs to which entry?

C31H44N4OP2Sn